Here is 3 unconnected molecules or ions with the total composition C13H23I2N4O4 from the OMol25 dataset. Energies are from ωB97M-V/def2-TZVPD.

Positions of all 46 atoms, in Å:
C -0.1367 4.9843 -1.0591
C -0.1769 3.8382 -0.0478
I -1.8700 3.8854 1.2746
C 0.7264 2.8696 0.0495
I 2.3593 2.8439 -1.3466
C 0.7335 1.7548 1.0263
N 1.3358 0.6043 0.6587
C 1.2169 -0.1756 1.7448
N 1.7313 -1.4339 1.8035
N 0.5611 0.4608 2.7307
N 0.2798 1.6842 2.2556
H -0.6857 4.7213 -1.9757
H -0.6257 5.8397 -0.5639
H 0.8983 5.2931 -1.2482
H 2.6854 -1.5385 2.1159
H 1.1927 -2.2544 1.5601
H 0.2927 0.1644 3.6621
H -0.1872 2.4248 2.7708
O 3.3954 -0.0298 -7.1846
C 2.8766 -0.3625 -6.1572
O 3.0743 0.3766 -5.0426
C 2.3490 0.1944 -3.8257
C 2.9895 -0.8654 -2.9533
C 2.0811 -1.6418 -6.0598
H 1.2945 -0.0097 -4.0240
H 2.3870 1.1557 -3.3096
H 2.9849 -1.8414 -3.4394
H 2.4601 -0.9503 -2.0019
H 4.0323 -0.6129 -2.7544
H 2.7611 -2.4711 -5.8671
H 1.5810 -1.8052 -7.0122
H 1.3023 -1.6210 -5.2999
O -1.3772 -2.6458 1.6837
C -2.2857 -2.2272 2.3493
O -2.0021 -1.5410 3.4709
C -2.9781 -0.8141 4.2372
C -3.6727 -1.7102 5.2396
C -3.7202 -2.5304 2.0054
H -3.6807 -0.2963 3.5824
H -2.4232 -0.0401 4.7705
H -4.2287 -2.5072 4.7461
H -4.3663 -1.1338 5.8522
H -2.9412 -2.1881 5.8921
H -3.9917 -3.4969 2.4289
H -3.8084 -2.5790 0.9219
H -4.4237 -1.7718 2.3406

Its net charge is +1. As for the orbital gap: 7.9 eV. For the LUMO energy, the calculation gives -3.8 eV. The calculation puts the HOMO energy at -0.4293 hartree.


Here is 3 unconnected molecules or ions with the total composition C12H19N3O4 from the OMol25 dataset. Energies are from ωB97M-V/def2-TZVPD.

Positions of all 38 atoms, in Å:
C -0.1601 -36.1985 53.3147
C 0.5846 -35.9552 52.0840
C 1.0456 -34.4283 51.7252
C 0.7308 -33.3282 52.7055
C -0.1304 -33.7061 54.0035
C -0.5654 -35.0936 54.1872
N 1.0656 -31.9801 52.4538
O 0.4456 -31.0876 53.1775
O 1.8182 -31.7752 51.4991
H -0.3061 -37.3066 53.3541
H 0.9140 -36.7850 51.6368
H 1.7209 -34.3666 50.9134
H -0.2905 -33.0056 54.6777
H -1.1391 -35.3159 55.0298
C -2.3879 -28.8447 56.8131
O -1.5296 -29.7744 57.2161
N -2.8084 -28.7212 55.5252
C -3.7650 -27.7049 55.3662
C -2.2153 -29.5354 54.4855
H -2.6635 -28.0580 57.5972
H -4.6778 -28.1770 55.3571
H -3.6045 -27.3733 54.5632
H -3.8524 -26.8299 56.1891
H -2.9303 -29.6530 53.5757
H -1.7854 -30.5712 54.7559
H -1.1875 -29.1800 54.0712
C 3.2550 -37.6107 56.2320
O 4.0584 -37.9840 57.1740
N 3.8717 -36.9685 55.2018
C 2.9901 -36.7932 54.0117
C 5.2738 -36.9036 55.0910
H 2.2341 -37.6979 56.1713
H 3.7708 -36.8823 53.1233
H 2.4524 -35.7990 54.0069
H 2.3201 -37.5495 53.7676
H 5.3708 -36.8560 54.0025
H 5.8994 -37.7251 55.3337
H 5.5860 -35.9046 55.4445

The SMILES is O=[N+]([O-])c1ccccc1.CN(C)C=O.CN(C)C=O. Its net charge is 0. As for the orbital gap: 7.5 eV. For the LUMO energy, the calculation gives -1.6 eV. The calculation puts the HOMO energy at -0.3338 hartree.


Here is 2 unconnected molecules or ions with the total composition HNO3P2 from the OMol25 dataset. Energies are from ωB97M-V/def2-TZVPD.

Positions of all 7 atoms, in Å:
N 0.3281 -0.2302 0.7180
O 0.7793 -0.5155 1.7999
O 0.9581 0.8183 -0.0419
O 0.1259 1.9099 -2.2463
P 0.3257 0.5773 -1.6655
P -0.9950 -0.7121 -0.0865
H -1.5221 -1.8477 1.5223

Its net charge is 0. As for the orbital gap (spin up / spin down): 7.3 / 7.3 eV. For the LUMO energy (spin up / spin down), the calculation gives -2.4 / -2.4 eV. The calculation puts the HOMO energy (spin up / spin down) at -0.3574 / -0.3575 hartree.


Here is a molecular structure, C6H8F3O3S4SbTa from the OMol25 dataset. Energies are from ωB97M-V/def2-TZVPD.

Positions of all 26 atoms, in Å:
Ta 0.9363 0.5240 0.1183
S 1.8346 -3.6269 0.3711
Sb 3.0529 -1.9052 0.9897
S 1.3944 -0.3236 2.1553
S 2.5323 -0.2435 -1.1631
S 5.0146 -1.2627 1.6638
C -2.1905 -1.9346 -1.6473
C -2.5525 -1.9082 -0.1619
C -1.9544 -0.6068 0.3166
O -0.7114 -0.4671 -0.5220
C -0.7582 -1.4629 -1.6622
H -2.8290 -1.2598 -2.2178
H -2.2681 -2.9314 -2.0768
H -2.0992 -2.7490 0.3637
H -3.6265 -1.9262 0.0107
H -1.6320 -0.6023 1.3555
H -2.5653 0.2647 0.0925
H -0.0398 -2.2371 -1.3977
H -0.4468 -0.9216 -2.5502
F 2.7526 3.7368 1.4407
C 1.5561 4.2138 1.0647
F 0.9445 4.7502 2.1004
F 1.7162 5.1116 0.1091
C 0.7915 2.9769 0.5487
O 0.0511 2.3123 1.2957
O 1.0966 2.4785 -0.5975

Its net charge is +1. As for the orbital gap: 7.3 eV. For the LUMO energy, the calculation gives -5.3 eV. The calculation puts the HOMO energy at -0.4628 hartree.